Here is a molecular structure, C40H36BrCdCl6N5O6 from the Open Molecules 2025 dataset. Energies are from ωB97M-V/def2-TZVPD.

Element x y z (Å)
1 Cd 0.1559 -0.3870 -0.4878
2 O -3.6892 4.4458 0.4193
3 C -2.5988 4.9022 -0.1036
4 C -2.4981 6.2419 -0.5676
5 C -1.3255 6.7507 -1.0871
6 C -0.1855 5.9573 -1.1941
7 C -0.2578 4.6349 -0.7804
8 C -1.4225 4.1032 -0.2469
9 C -1.4423 2.6436 0.1418
10 O -2.6703 2.1851 0.5956
11 N -0.4034 2.4446 1.1903
12 N -0.1641 1.2918 1.7175
13 C 0.5877 1.1995 2.7723
14 C 0.7772 -0.0029 3.5282
15 Br -0.1920 -1.5564 2.9778
16 C 1.4970 -0.1617 4.6570
17 C 2.4730 0.7419 5.2554
18 C 3.2948 1.5882 4.5023
19 C 4.3146 2.3081 5.1025
20 C 4.5306 2.2252 6.4707
21 C 3.6978 1.4212 7.2389
22 C 2.6893 0.6885 6.6400
23 H -3.2739 3.0297 0.6011
24 H -3.3826 6.8649 -0.4872
25 H -1.2898 7.7843 -1.4198
26 H 0.7332 6.3565 -1.6060
27 H 0.6082 3.9868 -0.8802
28 H -1.1157 2.0365 -0.7119
29 H 0.0456 3.2768 1.5625
30 H 1.0429 2.0998 3.1932
31 H 1.3692 -1.0943 5.1933
32 H 3.1636 1.6378 3.4288
33 H 4.9558 2.9351 4.4950
34 H 5.3422 2.7723 6.9336
35 H 3.8391 1.3657 8.3119
36 H 2.0498 0.0543 7.2429
37 N 2.3975 -0.9967 0.4968
38 C 3.1814 -1.7589 1.4600
39 C 3.2768 -3.2324 1.0761
40 C 1.9498 -4.0080 1.0602
41 C 1.1760 -3.9803 -0.2700
42 N 0.1349 -2.9601 -0.2924
43 H 2.6784 -1.2308 -0.4532
44 H 2.5569 0.0026 0.5941
45 H 2.7216 -1.6594 2.4482
46 H 4.2089 -1.3738 1.5510
47 H 3.9522 -3.7073 1.7943
48 H 3.7537 -3.3059 0.0922
49 H 1.2961 -3.6220 1.8458
50 H 2.1706 -5.0522 1.2983
51 H 0.7579 -4.9826 -0.4476
52 H 1.8598 -3.7700 -1.0959
53 H -0.6185 -3.1817 0.3494
54 H -0.2598 -2.8921 -1.2264
55 Cl 3.5319 0.7474 -6.4210
56 C 2.9624 0.8889 -4.7873
57 C 3.2750 2.0055 -4.0384
58 Cl 4.2468 3.2733 -4.7155
59 C 2.7878 2.1073 -2.7260
60 Cl 3.2478 3.4725 -1.7519
61 C 1.9779 1.1369 -2.1365
62 O 1.5255 1.2572 -0.9156
63 C 1.6994 -0.0691 -2.9032
64 O 1.0644 -1.0571 -2.3494
65 C 2.1897 -0.1284 -4.2107
66 Cl 1.8610 -1.5745 -5.1183
67 Cl -3.7276 0.6921 3.3616
68 C -4.6303 -0.6821 3.8882
69 C -5.0173 -0.7649 5.2076
70 C -5.8400 -1.7963 5.6349
71 C -6.3461 -2.6760 4.6997
72 C -5.9706 -2.5764 3.3681
73 Cl -6.8811 -3.5558 2.2497
74 C -4.9988 -1.6539 2.9221
75 N -4.4890 -1.5581 1.6488
76 C -4.2793 -2.5869 0.7079
77 C -4.1669 -3.9230 1.0847
78 C -4.0678 -4.9261 0.1334
79 C -4.0788 -4.6063 -1.2132
80 C -4.0975 -3.2711 -1.5924
81 C -4.1581 -2.2471 -0.6574
82 C -3.9303 -0.8272 -1.1053
83 C -2.4234 -0.5060 -0.9117
84 O -1.8016 -0.0191 -1.8667
85 O -1.8792 -0.8402 0.1854
86 H -4.6714 -0.0104 5.9004
87 H -6.1266 -1.8723 6.6751
88 H -7.0579 -3.4387 4.9840
89 H -3.8716 -0.7637 1.4907
90 H -4.1350 -4.1734 2.1365
91 H -3.9792 -5.9580 0.4511
92 H -4.0401 -5.3861 -1.9638
93 H -4.0392 -3.0099 -2.6425
94 H -4.5326 -0.1077 -0.5473
95 H -4.1185 -0.7092 -2.1694

Computed properties:
**Gap between HOMO and LUMO**: 5.689 eV
**Total charge**: -2
**Relative energy (zero: lowest compared OMol25 entry of this formula, charge and spin)**: 0.8582 eV

Listed below, in e, are the Mulliken charges computed for each atom: Cd 3.2268; O -0.9419; C 0.4310; C -0.6081; C -0.2869; C -0.7012; C -0.4727; C -0.4758; C 0.7935; O -0.6197; N -0.1756; N 0.3615; C -0.8816; C 0.2339; Br -0.0079; C -0.9998; C 0.3921; C -0.3191; C -0.7365; C -0.3739; C -0.5199; C -0.4291; H 0.5780; H 0.3717; H 0.3296; H 0.4041; H 0.2086; H -0.2577; H 0.5328; H 0.6034; H 0.3642; H 0.4933; H 0.3882; H 0.3589; H 0.3490; H 0.3814; N -0.3343; C -0.4522; C -1.1063; C -0.2250; C -1.0757; N -0.2678; H 0.0042; H 0.1245; H 0.1505; H 0.3252; H 0.4106; H 0.4042; H 0.1329; H 0.3189; H 0.5110; H 0.4256; H -0.0521; H 0.2108; Cl -0.2587; C 0.2863; C 0.1956; Cl -0.2645; C 0.2896; Cl -0.2411; C -0.8627; O -0.4562; C -0.2317; O -0.9119; C 0.2900; Cl -0.2621; Cl -0.1338; C 0.5514; C -0.5907; C -0.5378; C -0.5865; C 0.3754; Cl -0.1956; C 0.0824; N 0.1364; C 0.5496; C -0.4137; C -0.7276; C -0.7440; C -0.4602; C 0.3342; C -1.9090; C 1.0926; O -0.6720; O -0.4159; H 0.4092; H 0.3576; H 0.3874; H -0.4714; H 0.5662; H 0.4056; H 0.3780; H 0.3714; H 0.3170; H 0.4716